{
  "formula": "C37H63AlBrFN3NaO13PS",
  "method": "the ωB97M-V functional and the def2-TZVPD basis",
  "homo_lumo_gap_ev": 1.05,
  "total_energy_ev": -174357.5065,
  "total_charge": 1,
  "multiplicity": 1,
  "homo_ha": -0.2831,
  "species": ["C", "C", "C", "C", "N", "C", "C", "C", "C", "C", "C", "C", "O", "N", "C", "O", "H", "H", "H", "H", "H", "H", "H", "H", "H", "H", "H", "H", "H", "H", "C", "C", "O", "C", "C", "H", "H", "H", "H", "H", "H", "H", "H", "H", "H", "C", "C", "C", "C", "N", "C", "C", "C", "C", "C", "H", "H", "H", "H", "H", "H", "H", "H", "H", "H", "H", "H", "H", "H", "H", "H", "H", "H", "H", "H", "C", "O", "P", "O", "O", "C", "O", "C", "H", "H", "H", "H", "H", "H", "H", "H", "H", "F", "C", "S", "O", "C", "H", "H", "H", "H", "H", "H", "C", "O", "O", "O", "Al", "Br", "Na", "C", "C", "C", "O", "C", "C", "C", "O", "H", "H", "H", "H"],
  "positions_angstrom": [[3.48988, 1.85972, 1.10959], [4.03495, 2.27030, -0.27979], [2.85424, 2.35087, -1.28447], [2.20726, 3.71433, -1.09405], [0.78839, 3.71780, -1.57023], [-0.07690, 3.98896, -0.47095], [-0.14653, 5.21672, 0.18844], [-0.96972, 5.42333, 1.28157], [-1.76172, 4.37135, 1.74386], [-1.70620, 3.17510, 1.08388], [-0.87491, 2.94226, -0.02613], [-1.03990, 1.51446, -0.53161], [-0.51289, 0.88909, -1.40516], [-2.08749, 0.98877, 0.32873], [-2.47275, 1.91459, 1.34079], [-3.29803, 1.69329, 2.18045], [2.43186, 2.15380, 1.22014], [4.02100, 2.40082, 1.89065], [3.60457, 0.78987, 1.27498], [4.43055, 3.28189, -0.18948], [4.88241, 1.63508, -0.62817], [3.24324, 2.25469, -2.28830], [2.14050, 1.54292, -1.07303], [2.27193, 3.94019, -0.02409], [2.76558, 4.49557, -1.61136], [0.67557, 4.50252, -2.20529], [0.49157, 5.99920, -0.20449], [-1.00400, 6.39127, 1.76044], [-2.40935, 4.48469, 2.60239], [-1.70203, 0.11195, 0.67155], [6.19756, 5.39960, -6.18816], [4.92576, 5.52322, -5.36751], [5.14896, 5.85532, -4.01060], [5.80921, 7.07973, -3.76021], [5.07728, 8.29964, -4.29619], [6.85966, 4.65264, -5.74868], [5.95818, 5.10095, -7.20936], [6.74690, 6.34117, -6.23766], [4.41404, 4.56066, -5.35436], [4.23480, 6.23950, -5.82894], [6.83459, 7.04501, -4.14496], [5.88708, 7.15492, -2.67508], [4.97913, 8.27460, -5.38200], [5.61722, 9.20925, -4.03045], [4.07146, 8.35594, -3.87587], [-3.02987, -2.18260, 1.60645], [-1.72803, -2.61746, 0.94977], [-1.81627, -2.69687, -0.58214], [-2.75721, -3.73823, -1.12533], [-2.36463, -5.19665, -0.86770], [-2.63524, -6.00055, -2.12798], [-1.39925, -5.78733, -2.97251], [-0.25823, -5.86324, -1.95326], [-0.88358, -5.47245, -0.60795], [-3.18781, -5.71828, 0.25709], [-3.82694, -2.92802, 1.48947], [-2.84459, -2.04799, 2.67352], [-3.39460, -1.23901, 1.19368], [-1.40698, -3.56124, 1.39999], [-0.96973, -1.88874, 1.20974], [-0.81853, -2.81027, -1.01791], [-2.17378, -1.73681, -0.96586], [-2.84047, -3.61293, -2.20395], [-3.76348, -3.60128, -0.72826], [-2.73244, -7.05254, -1.83535], [-3.56002, -5.64874, -2.58637], [-1.42284, -4.80570, -3.44614], [-1.30367, -6.52736, -3.76341], [0.56636, -5.20908, -2.22535], [0.14408, -6.87319, -1.89267], [-0.41014, -4.61875, -0.14103], [-0.82992, -6.30502, 0.09152], [-4.24067, -5.59758, -0.01728], [-2.96140, -5.13826, 1.15272], [-2.93495, -6.77277, 0.41787], [5.27578, -3.48082, 2.34200], [5.04409, -2.83953, 3.60612], [3.69709, -1.93539, 3.73779], [3.90831, -0.78154, 2.83623], [3.96827, -1.58049, 5.29793], [4.72253, -2.41477, 6.17757], [2.11253, -2.02217, 3.87135], [1.49759, -3.07792, 4.65172], [6.17232, -4.08716, 2.44158], [4.44021, -4.12807, 2.07038], [5.43249, -2.73254, 1.56519], [5.76417, -2.09384, 6.18778], [4.67159, -3.46424, 5.89452], [4.30925, -2.29949, 7.17832], [1.57450, -2.85769, 5.71663], [1.96737, -4.04486, 4.43742], [0.44675, -3.09750, 4.36723], [-0.56617, -1.75393, 3.68414], [-5.10146, 0.40014, -4.65627], [-4.25901, -0.65810, -3.48791], [-5.30164, -1.51587, -2.83491], [-3.80417, 0.62985, -2.33365], [-5.49499, -0.22619, -5.45436], [-5.91993, 0.91552, -4.15376], [-4.39185, 1.11591, -5.06694], [-4.69178, 1.15083, -1.97238], [-3.12822, 1.33026, -2.82401], [-3.29698, 0.15177, -1.50272], [-1.54396, 2.36031, -5.50345], [-0.67878, 3.22687, -5.63571], [-1.53516, 1.25936, -6.11741], [-2.53892, 2.46375, -4.73022], [-5.07226, -7.68026, -0.19253], [5.61437, 2.29391, -2.51227], [0.51865, 1.07518, 1.04889], [-4.25763, -0.76668, 4.74247], [-5.34052, -0.12597, 5.17525], [-6.09159, -0.59732, 6.36526], [-7.07975, -0.01620, 6.75832], [-5.58631, -1.81047, 7.05800], [-4.50331, -2.45170, 6.62693], [-3.75072, -1.98368, 5.43209], [-2.76423, -2.56224, 5.03620], [-3.69610, -0.43488, 3.87873], [-5.72286, 0.76164, 4.68693], [-6.14801, -2.13528, 7.92485], [-4.11955, -3.33708, 7.11846]],
  "forces_ev_per_angstrom": [[0.5860, -0.0050, -0.4085], [-1.1926, 0.0915, 0.7733], [0.7781, 0.1394, 0.6179], [-0.0847, -0.5618, -0.1778], [0.0169, 1.1374, 0.4947], [0.0467, -1.0544, -0.7945], [0.1362, 0.1523, -0.1833], [0.0048, -0.2864, -0.2499], [-0.2662, 0.2870, 0.3852], [-0.0286, -1.2208, -0.5655], [0.0724, 0.4271, 0.1482], [-2.0749, 2.2011, 0.0925], [0.2095, -0.3069, 0.4992], [1.9450, -0.6723, -0.2612], [-0.3563, 0.6498, 0.3257], [0.2929, -0.1532, -0.1207], [0.0312, 0.1694, 0.0016], [-0.0396, -0.2677, 0.2301], [-0.1359, 0.0138, 0.2376], [0.2462, -0.0595, -0.1009], [-0.9054, 0.1241, 0.6467], [-0.4059, -0.2164, -0.2025], [-0.0923, 0.0374, -0.1645], [-0.2991, 0.2708, -0.0198], [0.1536, -0.1615, -0.0721], [0.1137, -0.1721, -0.2520], [-0.0572, 0.1409, 0.1577], [0.0223, -0.0069, 0.0615], [-0.0433, 0.0248, -0.0109], [-1.2874, -0.6245, 0.1942], [0.1105, 0.0646, 0.0809], [-0.0008, -0.0073, -0.1554], [-0.1785, -0.0416, 0.2261], [0.0716, 0.0629, -0.0857], [-0.0745, -0.0466, -0.0619], [-0.0317, -0.0330, -0.0046], [-0.0184, -0.0234, 0.0081], [-0.0424, 0.0225, -0.0643], [0.0091, -0.0028, 0.1378], [0.0480, 0.0373, -0.0258], [-0.0076, 0.0449, -0.0398], [-0.0195, -0.1045, 0.0105], [0.0683, 0.0317, -0.0087], [0.0027, -0.0040, 0.0189], [0.0092, 0.0110, 0.0219], [-0.0152, -0.1055, 0.1748], [-0.5321, 0.1331, -0.3845], [0.3661, 0.0417, 0.5137], [-0.0590, 0.6058, -0.5392], [-0.1566, -0.6762, -0.0675], [-0.1211, 0.1966, -0.0530], [0.1761, 0.0503, -0.0564], [0.0375, 0.0260, -0.0630], [0.3291, -0.0757, -0.0080], [0.7277, 0.5185, -0.1475], [-0.0745, 0.0717, -0.0218], [0.1730, -0.0710, -0.0101], [-0.1052, -0.0744, -0.0386], [0.2476, 0.1186, 0.0704], [0.3877, -0.0767, 0.3987], [-0.0596, -0.0381, -0.1179], [-0.1102, -0.0862, -0.0692], [0.0307, -0.1387, -0.0192], [0.0192, -0.0682, 0.0579], [0.0988, -0.0141, 0.0132], [-0.0431, -0.0044, 0.0726], [-0.0966, -0.0098, -0.0155], [-0.0877, -0.0192, 0.0066], [-0.0299, 0.0537, 0.0341], [-0.0202, -0.0082, 0.0088], [-0.1876, 0.0775, 0.0465], [-0.1183, 0.0446, 0.0660], [0.0068, 0.4462, 0.1302], [-0.2103, -0.0646, 0.0864], [0.2102, 0.0748, 0.1298], [0.2012, 0.0876, -0.1332], [-1.9099, -1.6846, -0.6342], [1.3719, 4.8828, 2.2351], [-0.2640, -0.6326, -0.5048], [0.0646, -0.6372, -0.1966], [0.0630, 0.2464, 0.1105], [0.6142, -2.4859, -1.0066], [-0.0335, -0.3989, 0.1985], [-0.0070, 0.0163, 0.0916], [0.0191, -0.0279, -0.0138], [-0.0583, 0.0404, 0.0314], [0.0299, -0.0740, -0.0308], [0.0130, -0.0093, 0.0105], [-0.0554, 0.0702, -0.0330], [0.1779, 0.0968, -0.0398], [0.1445, 0.0701, 0.0605], [0.0101, 0.3541, -0.1045], [-0.4253, 0.5007, -1.0936], [-0.1385, 0.0111, -0.1417], [0.0731, 0.1290, -0.2380], [0.1341, -0.1628, 0.2243], [-0.0843, 0.0442, 0.0544], [0.0138, -0.0495, 0.0315], [0.0102, -0.0487, 0.0651], [0.0560, -0.0189, 0.0361], [-0.0662, -0.0950, -0.0292], [0.0058, -0.0656, -0.0954], [-0.0664, -0.0298, 0.0148], [-0.4139, -0.4251, 0.1706], [0.0528, 0.0235, -0.0252], [0.2745, 0.1312, -0.0960], [0.1988, 0.2916, 0.0470], [-0.6936, -0.6795, -0.0688], [1.4557, 0.1338, -1.6789], [1.4465, -0.5092, 1.0573], [-0.0363, -0.0053, -0.0206], [0.0202, -0.0346, -0.0306], [0.0081, 0.0490, 0.0064], [-0.0295, -0.0174, -0.0011], [0.0224, -0.0620, -0.0024], [-0.0226, 0.0615, 0.0349], [0.1135, 0.0888, 0.0740], [-0.4731, -0.3222, 0.0418], [0.0612, 0.0484, 0.0626], [-0.0109, 0.0126, 0.0287], [-0.0246, 0.0365, -0.0015], [0.0417, 0.0122, -0.0060]]
}